1.
ORCA calculation (ωB97M-V/def2-TZVPD) on 2 unconnected molecules or ions with the total composition C4H12 in a non-equilibrium geometry.

Structure (XYZ):
```
16
Properties=species:S:1:pos:R:3:forces:R:3
C 0.6636 1.6102 0.7414 1.378 0.872 0.467
C -0.5192 1.5577 -0.2038 3.133 0.440 0.924
H 0.5318 0.9329 1.5796 0.162 0.392 0.363
H 1.7145 1.4886 0.3886 -0.875 -1.324 -0.917
H 0.9540 2.6312 0.9931 -1.214 0.343 1.168
H -0.6927 2.4427 -0.6637 -0.859 3.041 -0.982
H -0.2441 0.9553 -0.9631 0.621 -1.523 -2.749
H -1.3662 1.1080 0.1058 -2.840 -1.069 1.851
C 0.1366 -1.3428 -0.8538 1.150 2.674 -3.802
C -0.5198 -1.8542 0.3570 3.183 -2.731 1.385
H 0.6132 -0.3045 -0.7793 -0.014 -2.196 0.688
H 0.9386 -1.9773 -1.3161 -0.931 0.258 0.534
H -0.5488 -1.0054 -1.7182 0.484 -1.310 1.175
H -1.5453 -1.9632 0.4171 -1.998 -0.056 -0.098
H -0.1061 -1.4504 1.2365 -0.163 1.939 1.218
H -0.0102 -2.8289 0.6789 -1.219 0.250 -1.225
```
Forces are in eV/Å.

For the energy above the lowest of the compared OMol25 structures with the same formula, charge and spin, the calculation gives 50.3 kcal/mol. Its calculated total energy is -4340.3490 eV. Its HOMO-LUMO gap is 11.80 eV. The structure (SMILES) is CC.CC. As for the total charge: 0. The LUMO energy is 1.21 eV.

2.
ORCA calculation (ωB97M-V/def2-TZVPD) on 9 unconnected molecules or ions with the total composition C6H31N2O8 in a non-equilibrium geometry.

Structure (XYZ):
```
47
Properties=species:S:1:pos:R:3:forces:R:3
C 2.0370 -0.8535 2.2118 -0.182 -0.803 0.638
C 1.8630 0.1681 3.3561 1.375 -0.146 -0.554
C 0.8287 1.2784 3.1443 0.267 -1.054 0.701
C -0.5294 0.6989 2.7537 -0.203 -0.449 -0.238
C -1.5372 1.7732 2.4012 0.465 1.490 -0.009
N -1.3250 2.3847 1.0462 -0.373 -2.165 0.057
C -2.3198 2.3114 0.1823 0.950 1.801 0.244
N -2.1942 2.6810 -1.0611 -0.872 0.128 -0.419
H 3.0857 -1.1448 2.1411 0.133 0.307 -0.241
H 1.6457 -0.5320 1.2513 0.252 0.140 0.166
H 1.5760 -1.8081 2.4699 -0.478 0.001 -0.131
H 2.8704 0.5877 3.3965 -0.204 0.680 0.335
H 1.7940 -0.3452 4.3143 -0.536 -0.046 0.018
H 0.6664 1.7491 4.1064 0.154 0.470 0.205
H 1.2957 2.0184 2.4939 -0.533 0.048 -0.431
H -0.9301 0.1216 3.5915 0.045 0.308 0.286
H -0.4265 -0.0882 2.0079 -0.112 0.352 -0.398
H -2.5968 1.5479 2.4988 0.066 -0.469 -0.101
H -1.3605 2.6145 3.0774 -0.112 -0.138 0.234
H -0.4113 2.1796 0.6419 0.160 0.452 0.022
H -3.3151 2.1881 0.5604 -0.338 -0.555 0.038
H -1.3517 3.0261 -1.5053 0.431 -0.553 0.334
H -3.0260 2.6644 -1.6170 -0.303 -0.047 -0.203
H 0.6675 2.4348 -2.7071 0.118 -0.266 0.045
H 0.2803 1.1826 -1.8258 -0.032 0.183 -0.093
O 0.3512 2.1521 -1.8433 0.074 0.489 -0.140
H 0.6218 -3.8713 -1.2530 0.345 0.282 -0.116
H 0.9930 -4.7681 -0.0580 -0.055 -0.046 -0.081
O 0.2523 -4.3433 -0.5022 -0.319 -0.596 0.506
H 4.5222 -0.6652 -0.9096 -0.508 0.238 0.478
H 4.6304 -0.5359 -2.3370 -0.396 0.253 -0.547
O 3.9543 -0.4225 -1.6555 0.840 -0.613 0.122
H -3.0426 0.1640 -1.7454 0.285 0.220 0.019
H -4.4054 -0.3876 -1.5572 -0.273 0.312 0.273
O -3.8564 0.3559 -1.2660 0.017 -0.601 -0.367
H 0.7345 -1.1705 -3.0975 1.403 -1.412 0.907
H 0.5671 -0.1929 -4.2306 -0.048 -0.044 -0.075
O 0.1107 -0.6046 -3.4909 -1.334 1.448 -0.773
H 0.9762 -0.4670 -0.8816 0.218 -0.081 -0.014
H -0.2246 -0.7970 0.0141 0.448 0.194 -0.288
O 0.3425 -0.0425 -0.2970 -0.525 0.023 -0.145
H 1.9544 -3.2102 -2.9942 0.563 -0.265 -0.411
H 2.5734 -2.5563 -1.7157 1.427 0.312 0.327
O 1.7813 -2.7468 -2.1816 -1.883 0.176 -0.250
H -0.7589 -3.1172 0.3735 0.410 0.561 -0.133
H -1.7666 -2.2181 -0.3044 -0.077 0.159 0.108
O -1.0348 -2.1715 0.3224 -0.752 -0.678 0.096
```
Forces are in eV/Å.

For the energy above the lowest of the compared OMol25 structures with the same formula, charge and spin, the calculation gives 43.7 kcal/mol. Its calculated total energy is -26080.3499 eV. Its HOMO-LUMO gap is 10.86 eV. As for the total charge: +1. The LUMO energy is -2.43 eV.

3.
ORCA calculation (ωB97M-V/def2-TZVPD) on a molecular structure, C4H7N2P3 in a non-equilibrium geometry.

Structure (XYZ):
```
16
Properties=species:S:1:pos:R:3:forces:R:3
C 0.6501 1.2785 -0.0454 1.933 -1.211 0.519
C -0.1747 0.3556 0.4946 2.124 2.827 -0.154
C -1.9692 -0.8308 -0.4129 -1.260 -2.174 -2.081
C -1.6097 0.3686 0.3201 1.289 -0.792 1.095
N 3.0795 0.2604 1.0938 0.534 -1.393 1.540
N 2.2985 -1.2536 -0.7611 0.267 -1.236 0.414
P 2.5903 1.4657 0.1657 -1.405 1.124 -1.132
P 1.7742 0.0553 -1.4929 0.377 0.091 0.214
P 3.0132 -1.2988 0.7314 -0.478 1.006 -1.099
H 0.4258 1.9718 -0.8090 -1.118 1.000 -0.460
H 0.3470 -0.2781 1.2033 -0.458 -0.716 -0.045
H -1.7437 -1.6698 0.2387 -0.039 -0.520 -0.389
H -1.5788 -1.0262 -1.4528 -0.114 0.529 1.153
H -3.0411 -0.7090 -0.4707 -0.595 -0.862 -0.427
H -1.9856 0.0959 1.2723 -0.865 0.647 1.314
H -2.0758 1.2147 -0.0750 -0.192 1.680 -0.464
```
Forces are in eV/Å.

For the energy above the lowest of the compared OMol25 structures with the same formula, charge and spin, the calculation gives 8.6 kcal/mol. Its calculated total energy is -35106.1756 eV. Its HOMO-LUMO gap is 7.59 eV. As for the total charge: 0. The LUMO energy is -0.70 eV.